No. 1
Below is a structure of composition C6H6BF16N2O10S4Tl in a non-equilibrium geometry, with properties calculated with wB97M-V/def2-TZVPD.

The geometry in ORCA input format:
```
! wB97M-V def2-TZVPD RIJCOSX def2/J DEFGRID3
* xyz 1 2
Tl -0.535 0.363 1.464
B 0.550 2.214 4.101
F 0.435 2.760 2.804
F -0.318 1.180 4.128
F 1.757 1.805 4.367
F 0.085 3.053 5.087
C 3.613 -0.124 -0.997
F 3.173 0.271 -2.205
F 2.912 -1.212 -0.618
F 4.880 -0.464 -1.102
S 3.445 1.414 0.191
O 3.831 0.901 1.448
O 4.244 2.495 -0.433
N 1.695 1.603 0.226
S 1.555 2.927 -0.528
O 2.131 2.924 -1.857
O 0.088 3.186 -0.459
C 2.377 4.447 0.485
F 1.466 5.098 1.102
F 3.107 3.980 1.414
F 3.061 5.254 -0.337
C -0.571 -3.566 -1.790
F 0.355 -2.868 -2.433
F -1.682 -3.061 -2.094
F -0.492 -4.825 -2.124
S -0.175 -3.412 0.203
O -0.042 -4.771 0.713
O 0.933 -2.526 0.398
N -1.488 -2.303 0.644
S -2.476 -3.402 1.126
O -2.876 -4.586 0.314
O -2.285 -3.700 2.535
C -4.081 -2.430 1.036
F -4.337 -2.091 -0.220
F -5.107 -3.149 1.603
F -3.941 -1.299 1.664
C -2.335 0.387 -1.869
C -0.908 0.297 -2.495
O 0.050 -0.302 -1.663
O -2.543 1.081 -0.625
H -2.622 -0.663 -1.814
H -2.958 1.054 -2.465
H -0.510 1.272 -2.774
H -0.857 -0.308 -3.401
H 0.848 -0.282 -2.196
H -3.453 1.378 -0.553
*
```

Properties
E_LUMO (alpha / beta): -0.420 / -0.403 Eh
Kohn-Sham gap (alpha / beta): 2.49 / 3.65 eV

natural (NBO) population analysis, charges in e, atoms 1 to 2: 1.241 1.296


No. 2
Below is an isolated molecule of C2H6N2 in a non-equilibrium geometry, with properties calculated with wB97M-V/def2-TZVPD.

The geometry in ORCA input format:
```
! wB97M-V def2-TZVPD RIJCOSX def2/J DEFGRID3
* xyz 0 1
C -1.804 -0.077 0.178
C 1.816 0.091 0.206
H -2.378 0.949 0.399
H -1.799 -0.609 1.151
H -2.342 -0.720 -0.563
H -0.414 1.241 -0.649
H 1.872 1.176 0.372
H 2.659 -0.421 0.371
N -0.396 0.213 -0.242
N 0.728 -0.456 -0.242
*
```

Properties
E_LUMO: 0.042 Eh
SMILES string: C=NNC
Kohn-Sham gap: 9.09 eV

natural (NBO) population analysis, charges in e, atoms 1 to 2: -0.404 -0.153


No. 3
Below is a structure of composition C34H43CeCl2N2OP3 in a non-equilibrium geometry, with properties calculated with wB97M-V/def2-TZVPD.

The geometry in ORCA input format:
```
! wB97M-V def2-TZVPD RIJCOSX def2/J DEFGRID3
* xyz 2 1
P -0.473 1.097 -2.982
C -1.845 1.701 -4.051
C -1.926 3.000 -4.581
H -1.156 3.737 -4.352
C -2.987 3.349 -5.424
H -3.029 4.356 -5.845
C -3.979 2.410 -5.724
H -4.804 2.683 -6.383
C -3.921 1.121 -5.177
H -4.696 0.386 -5.409
C -2.866 0.769 -4.336
H -2.810 -0.231 -3.904
C 0.429 2.669 -2.669
C -0.034 3.446 -1.586
H -0.867 3.077 -0.983
C 0.550 4.682 -1.310
H 0.167 5.287 -0.484
C 1.615 5.144 -2.095
H 2.069 6.111 -1.877
C 2.099 4.366 -3.151
H 2.931 4.719 -3.764
C 1.511 3.129 -3.436
H 1.890 2.532 -4.266
C 0.619 0.331 -4.255
C 0.438 0.470 -5.641
H -0.409 1.037 -6.032
C 1.350 -0.105 -6.531
H 1.205 0.021 -7.607
C 2.440 -0.832 -6.042
H 3.155 -1.275 -6.735
C 2.613 -1.001 -4.661
H 3.463 -1.571 -4.275
C 1.699 -0.439 -3.770
H 1.812 -0.585 -2.692
Ce -1.269 -1.865 2.603
C 0.792 -0.874 3.352
C 1.547 -0.068 2.585
H 1.098 -1.131 4.382
C 1.101 0.392 1.198
O 2.169 0.018 0.301
H 1.927 0.205 -0.622
C -0.187 -0.193 0.711
H 1.013 1.497 1.230
C -1.193 -0.529 0.080
Cl -1.325 -2.490 5.109
Cl -3.745 -2.261 2.030
P -2.466 0.599 3.668
C -3.806 0.201 4.863
H -3.366 -0.285 5.745
H -4.512 -0.498 4.393
H -4.320 1.131 5.151
C -1.532 1.856 4.599
H -0.744 2.263 3.951
H -1.061 1.374 5.466
H -2.208 2.659 4.927
C -3.374 1.612 2.446
H -4.087 0.971 1.912
H -2.657 2.022 1.723
H -3.901 2.426 2.966
P 3.192 0.478 3.155
C 3.361 0.230 4.922
C 3.364 2.225 2.773
H 3.227 -0.828 5.173
H 2.629 0.834 5.474
H 4.369 0.541 5.226
H 3.218 2.394 1.701
H 4.372 2.552 3.056
H 2.629 2.804 3.344
C 4.469 -0.450 2.298
H 4.416 -1.503 2.593
H 5.455 -0.049 2.557
H 4.301 -0.369 1.220
H -1.880 -0.638 -0.758
N -0.344 -8.411 1.638
C -0.485 -7.071 1.802
C -1.424 -6.557 2.719
C -1.537 -5.178 2.857
N -0.778 -4.284 2.149
C 0.129 -4.792 1.257
C 0.299 -6.159 1.057
H -0.896 -9.067 2.167
H 0.325 -8.795 0.987
H -2.053 -7.227 3.306
H -2.250 -4.728 3.557
H 0.719 -4.051 0.697
H 1.024 -6.527 0.332
*
```

Properties
E_LUMO (alpha / beta): -0.255 / -0.255 Eh
Kohn-Sham gap (alpha / beta): 5.22 / 5.23 eV

Löwdin population analysis, charges in e, atoms 1 to 2: 1.073 -0.398


No. 4
Below is an isolated molecule of C4H7ClSi in a non-equilibrium geometry, with properties calculated with wB97M-V/def2-TZVPD.

The geometry in ORCA input format:
```
! wB97M-V def2-TZVPD RIJCOSX def2/J DEFGRID3
* xyz 0 3
C -1.598 -0.327 0.089
C -2.795 -0.109 -0.130
C 1.156 -1.531 0.063
C 0.788 1.539 -0.396
Si 0.155 0.012 0.510
Cl -4.409 -0.010 -0.465
H 2.028 -1.467 0.732
H 0.396 -2.196 0.319
H 1.526 -1.633 -1.029
H 1.759 1.667 -0.069
H 0.857 1.505 -1.431
H 0.073 2.386 -0.186
H 0.065 0.164 1.995
*
```

Properties
E_LUMO (alpha / beta): 0.026 / -0.119 Eh
Kohn-Sham gap (alpha / beta): 5.38 / 6.38 eV

natural (NBO) population analysis, charges in e, atoms 1 to 2: -0.390 -0.151